Record 1
A structure of composition C3H8Cl2NO in a non-equilibrium geometry, computed with ωB97M-V/def2-TZVPD.

```
15
Properties=species:S:1:pos:R:3:forces:R:3:lowdin_charge:R:1
C 1.067334 -0.070909 1.351252 -1.64 0.78 1.08 -0.080
C 0.321432 -0.637406 0.103260 -0.64 1.64 1.98 -0.229
C -1.502264 0.032592 -0.145149 6.60 2.30 0.27 -1.163
N 1.053796 -0.007917 -1.037295 -2.97 -2.26 -0.90 0.166
O -1.342538 0.834712 -1.225905 -3.18 0.91 -0.47 -0.136
Cl -1.993945 1.008542 1.312099 -0.75 0.33 1.06 0.648
Cl -2.609487 -1.386941 -0.178959 -3.40 -3.51 -0.13 0.746
H 0.391598 0.225310 2.238946 0.79 -0.82 -1.45 0.079
H 1.841504 -0.729927 1.775473 -0.20 0.18 -0.47 0.089
H 1.484686 0.921361 1.054691 0.03 -0.78 0.29 0.092
H 0.258561 -1.730357 -0.006817 0.20 0.57 0.02 0.124
H 2.035660 -0.180902 -1.009095 0.98 0.19 -0.23 0.165
H 0.716399 0.937746 -1.133970 0.47 0.84 -0.02 0.144
H 0.545300 -0.520748 -1.772863 1.18 0.49 -0.82 0.171
H -2.268036 1.304837 -1.325671 2.52 -0.86 -0.20 0.184
```
Forces are in eV/Å.

For the maximum force, the calculation gives 0.1360 Eh/bohr. Its expectation value of S² is 2.009. The multiplicity is 3. As for the total charge: +1. Its energy is -1168.9490 a.u. The calculation puts the HOMO energy (alpha / beta) at -9.15 / -14.68 eV. Its HOMO-LUMO gap (alpha / beta) is 5.77 / 5.92 eV.


Record 2
A structure of composition C3H8ClN in a non-equilibrium geometry, computed with ωB97M-V/def2-TZVPD.

```
13
Properties=species:S:1:pos:R:3:forces:R:3:lowdin_charge:R:1
C 0.364755 -1.093631 0.661627 3.85 -2.32 6.31 -0.156
C 0.043629 -0.314628 -0.443923 -7.96 0.22 -2.22 -0.805
C -0.948720 0.777719 0.055724 -0.14 4.13 -0.99 -0.614
H -0.395971 -1.807368 1.016817 0.26 0.14 -0.64 0.091
H 1.405773 -1.623854 0.616520 -1.91 0.50 -0.34 0.112
H 0.513190 -0.435402 1.618012 -0.09 -0.81 -1.50 0.114
H -0.554536 -1.007741 -1.139970 0.21 0.76 0.59 0.153
H 2.028199 -0.001760 -0.440624 -3.39 2.26 -3.28 0.210
H 0.719265 1.721594 -1.442318 1.13 -5.17 1.49 0.245
H -0.443931 1.308319 0.912948 -0.61 -0.82 -0.45 0.075
H -1.018273 1.736910 -0.712556 -0.04 -2.82 1.38 0.092
N 0.945019 0.295798 -1.212825 7.94 4.36 -0.31 -0.027
Cl -2.658399 0.444042 0.510568 0.74 -0.42 -0.05 0.510
```
Forces are in eV/Å.

For the maximum force, the calculation gives 0.1763 Eh/bohr. As for the total charge: 0. Its energy is -633.8619 a.u. The calculation puts the HOMO energy at -9.21 eV. Its HOMO-LUMO gap is 9.54 eV.


Record 3
An isolated molecule of C3H8ClN in a non-equilibrium geometry, computed with ωB97M-V/def2-TZVPD.

```
13
Properties=species:S:1:pos:R:3:forces:R:3:lowdin_charge:R:1
C 0.036543 1.449005 0.011397 0.36 -0.78 -3.11 -0.121
C 0.266607 -0.091767 0.418061 -0.55 3.81 -0.96 -0.506
N 1.552036 -0.497870 -0.107617 -0.73 3.60 -0.51 0.055
C -0.921822 -0.979175 0.007375 0.71 -0.32 1.11 -0.540
Cl -2.427781 -0.015937 -0.029567 -0.20 -0.94 -0.53 0.587
H -0.828965 1.948865 0.421731 -0.01 -0.20 0.47 0.019
H 0.902340 2.205853 -0.019819 -0.88 -1.80 0.44 0.095
H -0.264107 1.253923 -1.085094 0.47 1.05 1.13 0.074
H 0.291532 -0.003606 1.452394 0.46 -0.62 2.15 0.101
H 1.524247 -0.498639 -1.114552 0.01 0.10 -0.38 0.081
H 1.544357 -1.382551 0.173003 1.19 -5.07 1.13 0.008
H -0.578944 -1.574677 -0.826007 -0.81 0.59 -1.43 0.076
H -1.096049 -1.813424 0.698694 -0.03 0.58 0.49 0.071
```
Forces are in eV/Å.

For the maximum force, the calculation gives 0.1037 Eh/bohr. As for the total charge: 0. Its energy is -634.0017 a.u. The structure (SMILES) is C[C@H](N)CCl. The calculation puts the HOMO energy at -9.88 eV. Its HOMO-LUMO gap is 10.84 eV.


Record 4
An isolated molecule of C3H8ClN3 in a non-equilibrium geometry, computed with ωB97M-V/def2-TZVPD.

```
15
Properties=species:S:1:pos:R:3:forces:R:3:lowdin_charge:R:1
H 2.974858 -1.749565 0.687811 0.52 1.56 -2.61 0.067
N 3.020973 -0.961054 -0.112129 -6.93 -0.93 2.00 0.012
C 1.643661 -0.709977 -0.225570 4.53 2.99 0.04 -0.217
N 1.103008 0.614470 -0.766513 0.90 -1.86 0.97 -0.053
N 0.131719 1.116459 0.248846 7.10 -0.30 2.03 -0.161
C -1.203072 1.069742 0.053449 -3.01 -3.65 -3.16 -0.338
C -1.675458 -0.544279 0.040806 1.26 0.03 -2.25 -0.545
Cl -3.520427 -0.540787 -0.248695 1.54 -0.46 0.59 0.425
H 0.787912 -1.195042 0.277165 0.87 -0.30 -0.29 0.063
H 1.904079 1.298474 -1.049446 -2.11 -1.48 1.29 0.148
H 0.482022 0.723943 1.255609 -1.40 1.53 -3.15 0.183
H -1.608306 1.592668 0.849881 -1.32 0.73 1.64 0.074
H -1.639427 1.553622 -0.926335 1.26 -1.01 1.74 0.148
H -1.236987 -1.256744 0.896991 -1.66 1.90 -1.41 0.092
H -1.164550 -1.011925 -0.981869 -1.55 1.24 2.59 0.102
```
Forces are in eV/Å.

For the maximum force, the calculation gives 0.1438 Eh/bohr. As for the total charge: 0. Its energy is -743.4018 a.u. The structure (SMILES) is [H]/N=C/NNCCCl. The calculation puts the HOMO energy at -9.10 eV. Its HOMO-LUMO gap is 9.64 eV.


Record 5
A cluster of 2 separate species, C3H8ClNO in total, computed with ωB97M-V/def2-TZVPD.

```
14
Properties=species:S:1:pos:R:3:forces:R:3:lowdin_charge:R:1
C -0.224149 -1.058156 -1.885226 0.01 0.12 0.48 0.067
C 0.420761 1.511140 0.874107 0.00 0.10 -0.21 -0.114
C -0.791631 -0.592802 1.067335 0.33 -0.10 -0.93 -0.815
N 0.098633 0.306258 1.596013 0.00 -0.61 0.47 -0.100
O -0.686915 -1.842392 1.585534 0.18 0.22 0.37 -0.019
Cl -2.442005 0.013534 0.909799 -0.46 0.07 0.03 0.619
H -1.274113 -1.137805 -2.052646 -0.43 -0.01 -0.06 -0.028
H 0.344680 -1.931192 -1.654510 0.22 -0.34 0.09 -0.025
H 0.285856 -0.153462 -2.136344 0.15 0.31 -0.10 -0.032
H 0.982162 1.304030 -0.044203 -0.03 0.04 0.02 0.074
H -0.503443 2.021229 0.604836 0.06 0.05 0.02 0.065
H 1.007930 2.158469 1.522591 -0.03 0.04 -0.04 0.082
H 0.870939 -0.143265 2.065938 -0.01 -0.04 -0.04 0.131
H -1.406788 -2.396967 1.265777 0.01 0.15 -0.09 0.094
```
Forces are in eV/Å.

For the maximum force, the calculation gives 0.0193 Eh/bohr. As for the total charge: 0. Its energy is -709.1608 a.u. The calculation puts the HOMO energy (alpha / beta) at -8.41 / -6.79 eV. Its HOMO-LUMO gap (alpha / beta) is 9.04 / 7.31 eV.


Record 6
A cluster of 2 separate species, C3H8ClNS in total in a non-equilibrium geometry, computed with ωB97M-V/def2-TZVPD.

```
14
Properties=species:S:1:pos:R:3:forces:R:3:lowdin_charge:R:1
C -0.259541 -1.106544 0.655379 1.33 -1.62 1.72 -0.075
N 0.435734 0.046530 0.174650 1.18 0.31 -1.84 -0.291
C 0.746791 -0.022661 -1.303476 -0.85 1.64 1.03 -0.094
C 0.944276 1.029243 0.903166 0.07 0.29 0.68 -0.679
S 1.965561 2.267098 0.458021 -0.23 -0.16 -0.26 0.593
H 0.384162 -2.094948 0.352881 -1.91 2.30 0.87 0.150
H -0.369097 -0.995921 1.764271 0.56 -0.46 -0.71 0.096
H -1.294681 -1.115998 0.361285 -0.28 -0.36 -0.92 0.076
H 1.654694 0.607857 -1.464365 -1.23 -0.39 -0.29 0.011
H 0.975503 -1.049000 -1.559151 -0.22 -0.11 -0.14 0.061
H -0.198836 0.392108 -1.784883 1.48 -0.64 0.05 0.119
H 0.694820 1.060090 1.970866 -0.33 -0.61 -0.33 0.069
Cl 3.693516 -0.659461 -0.332195 0.64 -1.04 -0.07 0.324
H 3.187261 0.500401 -0.176198 -0.21 0.86 0.22 -0.359
```
Forces are in eV/Å.

For the maximum force, the calculation gives 0.0606 Eh/bohr. As for the total charge: 0. Its energy is -1032.2108 a.u. The structure (SMILES) is CN(C)C=S.Cl. The calculation puts the HOMO energy at -8.62 eV. Its HOMO-LUMO gap is 9.28 eV.


Repeat the first record exactly.
A structure of composition C3H8Cl2NO in a non-equilibrium geometry, computed with ωB97M-V/def2-TZVPD.

```
15
Properties=species:S:1:pos:R:3:forces:R:3:lowdin_charge:R:1
C 1.067334 -0.070909 1.351252 -1.64 0.78 1.08 -0.080
C 0.321432 -0.637406 0.103260 -0.64 1.64 1.98 -0.229
C -1.502264 0.032592 -0.145149 6.60 2.30 0.27 -1.163
N 1.053796 -0.007917 -1.037295 -2.97 -2.26 -0.90 0.166
O -1.342538 0.834712 -1.225905 -3.18 0.91 -0.47 -0.136
Cl -1.993945 1.008542 1.312099 -0.75 0.33 1.06 0.648
Cl -2.609487 -1.386941 -0.178959 -3.40 -3.51 -0.13 0.746
H 0.391598 0.225310 2.238946 0.79 -0.82 -1.45 0.079
H 1.841504 -0.729927 1.775473 -0.20 0.18 -0.47 0.089
H 1.484686 0.921361 1.054691 0.03 -0.78 0.29 0.092
H 0.258561 -1.730357 -0.006817 0.20 0.57 0.02 0.124
H 2.035660 -0.180902 -1.009095 0.98 0.19 -0.23 0.165
H 0.716399 0.937746 -1.133970 0.47 0.84 -0.02 0.144
H 0.545300 -0.520748 -1.772863 1.18 0.49 -0.82 0.171
H -2.268036 1.304837 -1.325671 2.52 -0.86 -0.20 0.184
```
Forces are in eV/Å.

For the maximum force, the calculation gives 0.1360 Eh/bohr. Its expectation value of S² is 2.009. The multiplicity is 3. As for the total charge: +1. Its energy is -1168.9490 a.u. The calculation puts the HOMO energy (alpha / beta) at -9.15 / -14.68 eV. Its HOMO-LUMO gap (alpha / beta) is 5.77 / 5.92 eV.


What did the third record say?
An isolated molecule of C3H8ClN in a non-equilibrium geometry, computed with ωB97M-V/def2-TZVPD.

```
13
Properties=species:S:1:pos:R:3:forces:R:3:lowdin_charge:R:1
C 0.036543 1.449005 0.011397 0.36 -0.78 -3.11 -0.121
C 0.266607 -0.091767 0.418061 -0.55 3.81 -0.96 -0.506
N 1.552036 -0.497870 -0.107617 -0.73 3.60 -0.51 0.055
C -0.921822 -0.979175 0.007375 0.71 -0.32 1.11 -0.540
Cl -2.427781 -0.015937 -0.029567 -0.20 -0.94 -0.53 0.587
H -0.828965 1.948865 0.421731 -0.01 -0.20 0.47 0.019
H 0.902340 2.205853 -0.019819 -0.88 -1.80 0.44 0.095
H -0.264107 1.253923 -1.085094 0.47 1.05 1.13 0.074
H 0.291532 -0.003606 1.452394 0.46 -0.62 2.15 0.101
H 1.524247 -0.498639 -1.114552 0.01 0.10 -0.38 0.081
H 1.544357 -1.382551 0.173003 1.19 -5.07 1.13 0.008
H -0.578944 -1.574677 -0.826007 -0.81 0.59 -1.43 0.076
H -1.096049 -1.813424 0.698694 -0.03 0.58 0.49 0.071
```
Forces are in eV/Å.

For the maximum force, the calculation gives 0.1037 Eh/bohr. As for the total charge: 0. Its energy is -634.0017 a.u. The structure (SMILES) is C[C@H](N)CCl. The calculation puts the HOMO energy at -9.88 eV. Its HOMO-LUMO gap is 10.84 eV.